{"formula": "C45H113N12O15Pd", "method": "the ωB97M-V functional and the def2-TZVPD basis", "symbols": ["C", "C", "H", "Pd", "C", "H", "C", "H", "O", "O", "C", "H", "O", "C", "H", "H", "H", "H", "C", "H", "C", "H", "C", "H", "C", "H", "H", "H", "H", "O", "N", "H", "C", "O", "H", "C", "H", "H", "H", "H", "C", "H", "H", "O", "H", "C", "H", "H", "H", "C", "H", "H", "H", "H", "C", "H", "H", "H", "H", "N", "H", "C", "H", "H", "H", "H", "H", "H", "H", "O", "H", "H", "N", "C", "C", "H", "H", "N", "C", "H", "H", "C", "H", "O", "C", "N", "H", "H", "H", "H", "H", "H", "N", "H", "H", "H", "H", "H", "H", "N", "H", "C", "H", "H", "H", "H", "O", "C", "C", "H", "H", "H", "H", "H", "H", "H", "H", "C", "H", "N", "N", "C", "O", "O", "C", "H", "H", "H", "H", "H", "C", "C", "H", "H", "H", "H", "H", "H", "H", "H", "C", "H", "O", "C", "H", "C", "H", "O", "H", "H", "C", "C", "H", "H", "H", "O", "H", "H", "N", "N", "H", "C", "H", "H", "C", "C", "C", "C", "N", "C", "H", "C", "H", "H", "H", "H", "C", "H", "H", "O", "H", "C", "C", "H", "H", "H"], "coordinates": [[1.427259, 1.265409, -7.922125], [3.792795, -3.988614, -2.121559], [4.570068, -1.530029, -2.709067], [-4.370389, -2.005120, -0.695027], [3.964598, 0.876099, -5.814021], [-0.430222, -2.378402, 0.241044], [-5.699775, -4.720556, 0.931459], [3.371377, -4.369947, -3.054182], [3.322200, -2.663769, -0.238499], [0.074268, -5.675610, 2.357506], [-3.503658, 2.356981, 8.007983], [-8.282322, -3.366958, 3.164781], [-2.691247, 2.157314, 9.150755], [1.614872, 0.411908, -6.648430], [-1.227699, -1.962187, 1.781700], [2.162114, -1.535574, 5.602815], [0.186343, -1.224466, 1.396586], [3.936555, -4.813238, -1.424282], [-3.422496, 1.736160, 10.288949], [-1.083091, 3.855407, 2.868419], [6.613400, -1.715383, -3.370183], [2.154578, 4.621606, 0.048072], [5.185578, -2.288538, -3.219939], [7.312896, -2.548367, -3.243271], [2.785778, -3.006255, -1.509356], [-9.445327, -4.453729, 2.325805], [-0.421209, 4.676427, -0.036438], [1.633244, -2.714746, 1.101153], [-1.550003, 2.331901, 2.142845], [2.915634, 0.456862, 3.122922], [-2.483867, 0.725970, 6.486160], [-1.591588, 6.119229, -3.310561], [3.395259, -3.959396, 6.144645], [1.474402, 5.719780, -1.560957], [2.027800, -0.510036, -7.064492], [2.817356, -1.313234, 4.758254], [-1.654434, 2.533207, 6.882738], [8.167238, -2.392916, -5.285169], [-1.264978, 3.605223, -3.639422], [3.122767, 4.155835, -8.142982], [0.969969, -4.931639, 2.774547], [2.070893, 3.712763, -1.468420], [-3.429946, 1.887265, -0.975878], [-4.218331, 4.097540, 1.151241], [-3.801034, 3.414707, 7.960213], [-3.643455, 6.151157, -1.467651], [-2.630463, 3.144374, 3.298612], [-4.451796, 1.815742, 8.053307], [0.319830, -0.166664, -1.272598], [-3.598731, -3.638881, 1.509050], [4.280119, -0.101365, -5.438393], [0.357465, 3.218314, 0.250445], [-5.162966, -5.439756, 0.310279], [-7.820415, -4.996878, 2.802468], [-1.324078, 0.433053, 5.663673], [6.549948, -2.645218, -5.939582], [1.943789, 3.464221, -3.780210], [-3.727533, -4.196427, 2.449831], [5.006515, -2.891810, 5.388180], [2.037438, 2.443354, -5.355947], [3.228227, 6.540693, -0.781073], [2.524395, -3.214678, 8.237683], [0.150031, 4.554912, -3.139520], [1.262669, 5.353947, -6.865660], [4.532242, 1.658824, -5.312670], [1.162758, -0.759060, 3.441241], [1.836641, -3.550563, -1.450358], [-0.178766, -3.575188, 3.852924], [0.631751, 0.153421, -6.244496], [-2.791490, -0.614941, 0.142074], [-2.902411, -5.317669, 0.239261], [-2.315064, -3.344888, -2.638580], [-4.688159, -0.320462, -4.719575], [-3.960349, 3.005134, 0.648906], [1.578034, 4.502043, -0.877948], [2.344909, -2.249005, 8.709299], [3.926442, 2.841426, -7.337752], [5.142479, -3.462399, -2.351116], [3.334458, 3.739045, -7.159209], [-2.130377, -4.943401, -2.058891], [2.872364, -4.337907, 2.861939], [-2.666190, -4.281540, 0.490996], [2.222788, -0.771262, -4.212010], [-7.854391, -3.615065, 1.220619], [-1.426645, -0.420671, 0.146350], [0.726067, -3.811773, 3.495888], [-3.606860, 1.042316, 0.833999], [2.803560, 0.712718, -3.466788], [1.651894, 2.076243, 2.827204], [-2.457489, 0.764212, 3.858144], [2.358417, 1.334850, -8.489601], [-1.133511, 5.916569, -1.607334], [2.295372, -5.127827, 2.619740], [2.956248, -1.700607, 1.521180], [1.537346, 0.778708, 1.598589], [1.584020, 0.311233, 4.693071], [-1.219664, 0.476004, 0.750462], [-1.223740, -0.656027, 5.607096], [-0.409434, 0.910791, 6.043501], [-4.050241, 1.815834, 1.295586], [-4.728836, 0.154120, -5.600191], [-0.722862, -1.563654, 0.898064], [-0.923877, -3.728499, -1.477727], [5.466790, -3.162135, -1.436756], [1.930390, -1.209273, 0.244533], [4.322243, 0.818279, -6.844885], [-1.104726, 2.280914, 4.246870], [2.046036, -0.314973, 3.916323], [4.109258, -3.361662, 4.955821], [4.603879, -2.409420, -4.137685], [3.909972, 4.378527, -6.493879], [-2.719461, 1.289166, 10.987179], [0.901234, 3.371824, -8.428359], [6.785976, -1.042630, -2.531259], [-4.599656, 5.761846, -1.115631], [2.692737, -2.065742, -2.058715], [-4.051507, 2.485322, 10.774561], [-2.681145, 2.161980, 6.759503], [-2.450703, 1.155864, -3.041816], [-0.466532, 3.293711, -1.686014], [-2.934278, 0.798138, -3.839249], [-1.600397, 5.426207, -2.464258], [3.459053, -3.031373, 7.202329], [-3.815540, -0.941429, -2.682209], [2.421272, -2.099807, 0.657417], [-1.177555, 0.389763, -1.848403], [-7.594353, -5.565634, 0.467024], [3.669841, -0.781269, 5.203422], [-3.898031, 6.956004, -2.157680], [2.664383, 7.319127, -2.201397], [7.258283, -1.871736, -5.605896], [2.446888, 1.034130, -5.549866], [-5.678715, -5.217598, 1.909767], [-4.118941, 0.937405, 10.005985], [-3.410596, 3.662319, -1.231532], [1.813738, 5.156757, -5.247325], [2.626527, -5.887828, 2.055763], [-1.307937, 2.897447, -1.278455], [-2.894191, 1.268559, -4.722884], [3.968946, -2.116272, 3.342434], [-7.131829, -4.574788, 0.466069], [-2.308058, 0.287943, 7.383414], [-2.820288, -3.491111, -0.703774], [-1.426351, 0.887312, 4.218090], [4.511483, -4.131384, 4.290851], [-0.815040, 4.158033, -2.815525], [0.663302, 0.810129, -8.552712], [-2.910703, 5.077465, -2.041909], [-3.163883, 6.484927, -0.545788], [-5.407937, -1.021948, -4.620885], [-1.584761, 2.908202, 3.072422], [1.029995, 2.694618, -7.581532], [-4.394847, 1.748684, 2.233837], [-5.492883, -2.934285, 1.732208], [-3.089114, 2.726330, 5.921310], [6.819041, -1.030288, -4.580474], [3.413761, 5.732093, -2.322081], [-7.177948, -4.278144, -0.583687], [-3.543184, 2.826474, -0.641362], [-4.973698, -3.440946, 1.019798], [1.533863, -3.263240, 3.791971], [1.985594, 3.336118, -6.526777], [3.939967, -4.866932, 6.420235], [-3.151953, -2.753179, 1.962282], [-8.401386, -4.153360, 2.416704], [-3.765119, -0.273268, -3.730581], [2.131144, 0.316762, -4.230740], [0.208043, 3.942490, -0.558518], [3.357650, -2.473946, 4.067664], [2.217404, 1.325385, 2.262236], [-0.786748, -1.338660, -1.766909], [2.713398, 6.336919, -1.731175], [0.281931, 4.461016, -5.676476], [-0.817442, 0.321316, 3.504735], [1.536352, -3.565155, 7.919390], [2.914520, 1.886103, 1.640159], [-0.750964, -0.389200, -1.230660], [2.872009, -3.918054, 8.998450], [1.112654, 0.510854, -3.880218], [2.663565, 3.008577, -4.232147], [-1.617692, -4.229295, 0.785631], [-1.955012, -3.902532, -1.775755], [1.294331, 4.628118, -6.050416], [0.029171, 2.720536, -7.134259], [7.409631, -1.286190, -6.513555], [2.348742, -4.102973, 5.844487]], "forces_ev_per_angstrom": [[0.07, 0.82, 0.33], [0.32, 0.55, -0.24], [0.26, 0.47, -0.25], [0.37, 0.37, 0.03], [0.29, -0.66, 0.07], [-0.14, -0.06, -0.03], [0.19, -0.62, 0.01], [0.14, -0.08, -0.08], [-0.13, -0.66, 0.34], [0.62, 0.45, 0.04], [0.19, 1.79, -0.18], [-0.43, -0.05, 0.05], [-0.41, -0.42, 0.20], [-0.69, 0.16, -1.42], [-0.66, 0.03, -0.36], [0.07, -0.67, -0.15], [0.17, 0.28, -0.48], [-0.36, -0.14, -0.01], [-0.22, -0.82, -0.27], [0.24, -0.08, 0.37], [-0.65, -0.79, 0.14], [-0.04, 0.12, 0.01], [-0.89, 1.01, 1.02], [0.14, -0.04, -0.21], [0.83, -0.34, 0.32], [0.01, 0.09, -0.21], [0.07, 0.40, -0.33], [0.18, -0.68, -0.55], [0.20, -0.40, 0.26], [-0.24, -0.57, -0.53], [-0.49, -0.03, -0.46], [-0.25, 0.00, -0.05], [-0.25, 0.45, -0.55], [-0.25, 0.38, -0.24], [0.33, -0.22, 0.74], [0.56, 0.92, 0.15], [-0.30, 0.76, 0.44], [0.12, 0.11, -0.29], [-0.08, -0.15, 0.12], [0.23, 0.50, 0.15], [-1.45, -0.80, -0.04], [0.29, 0.28, -0.16], [-0.14, 0.02, -0.25], [0.19, -0.70, -0.41], [-0.11, 0.05, 0.30], [-0.63, -0.37, 0.65], [-0.09, 0.12, -0.59], [0.25, -0.54, -0.15], [-0.01, 0.19, 0.80], [0.07, -0.81, 1.92], [0.08, 0.15, 0.36], [0.06, -0.44, -0.37], [-0.06, 0.28, -0.39], [-0.03, -0.11, -0.21], [0.11, -0.57, -0.72], [-0.28, 0.02, 0.54], [-0.01, -0.19, 0.09], [0.57, -0.87, -0.42], [-0.08, 0.31, -0.14], [-1.43, -0.86, -0.94], [-0.24, -0.27, 0.18], [-0.31, 0.01, 0.44], [-0.12, -0.06, -0.51], [-0.18, -0.11, -0.12], [0.02, -0.12, 0.15], [0.40, -0.17, -0.81], [-0.21, 0.28, 0.25], [-0.16, -0.32, -0.17], [-0.08, 0.12, 0.00], [-1.21, 0.77, -0.13], [-0.10, -0.02, 0.18], [0.59, 0.39, 0.02], [-0.96, -1.88, 0.13], [-0.28, 0.76, 0.26], [-0.30, -0.74, 0.17], [0.25, 0.04, 0.05], [0.08, 0.12, -0.05], [-0.11, -0.25, -0.28], [-0.27, -1.18, 0.08], [0.15, -0.19, 0.47], [0.38, -0.24, -0.17], [-0.34, 0.45, -0.21], [0.32, -0.01, -0.60], [0.24, -0.66, -0.24], [1.41, -2.29, 0.05], [0.15, 1.09, 0.41], [-0.20, -0.58, 0.42], [-0.04, -0.13, 0.07], [-0.18, -0.16, 0.10], [-0.13, 0.00, 0.15], [0.04, -0.36, -0.05], [0.33, 0.18, -0.23], [0.39, -0.15, -0.19], [0.36, -0.14, -0.15], [-0.07, -0.05, 0.03], [-0.01, 0.45, -0.18], [-0.33, 0.33, -0.31], [0.25, 0.00, 0.42], [0.14, -0.25, 0.16], [-0.22, -0.32, 0.08], [0.58, 0.45, 0.09], [0.50, 0.10, 1.27], [0.11, 0.04, -0.31], [0.21, -0.10, -0.03], [-0.04, -0.10, -0.36], [-0.55, 0.42, -0.22], [0.75, -0.77, -1.23], [-0.02, 0.24, 1.52], [1.50, 0.02, -0.47], [0.65, -0.59, -0.35], [-0.05, 0.25, -0.19], [0.07, 0.30, 0.15], [0.53, -0.16, -0.23], [0.09, 0.29, -0.18], [0.04, -0.30, -0.15], [-0.35, -0.18, -0.36], [0.35, 0.45, -0.08], [0.98, -1.03, 0.06], [0.33, -0.10, 0.01], [-0.39, -0.50, 0.31], [0.04, -0.76, -0.51], [-0.01, -0.47, 0.52], [-0.21, 0.37, 0.05], [-0.13, -0.41, -0.66], [-0.11, 1.33, 0.62], [-0.19, 0.06, -0.22], [-0.15, -0.02, 0.32], [-0.21, 0.26, 0.16], [0.54, 0.08, -0.17], [-0.68, -0.18, -0.21], [0.10, -0.54, -0.68], [0.82, 0.01, 0.35], [-0.05, 0.29, 0.21], [0.03, -0.10, -0.06], [0.06, -0.64, 0.18], [0.32, -0.25, -0.03], [0.01, 0.09, -0.10], [-0.06, -0.01, -0.18], [0.19, 0.38, 0.12], [0.12, -0.16, 0.02], [-0.11, 0.11, -0.56], [-0.14, 0.01, 0.05], [0.61, -0.88, -0.31], [-0.86, 1.00, 0.69], [-0.12, -0.32, 0.31], [0.81, 1.14, 0.74], [0.13, -0.09, -0.11], [-0.42, 0.37, -0.74], [0.29, 0.39, -0.22], [0.25, -0.04, 0.02], [-0.84, 0.89, 0.41], [-0.24, 0.17, 1.10], [0.12, 0.12, 0.03], [0.12, 0.38, -0.17], [-0.27, -0.38, -0.10], [-0.27, 0.25, 0.30], [-0.18, -0.13, -0.08], [0.14, 0.35, 0.03], [0.15, 0.69, -0.15], [0.13, 0.88, -0.57], [-0.25, -0.01, -0.01], [-0.40, 0.90, 0.16], [-0.48, -0.28, -0.03], [-0.28, 0.61, -0.95], [0.51, 0.40, 0.69], [-0.53, 2.15, 1.08], [-0.04, 0.21, 0.82], [-0.17, 0.18, 0.62], [-0.90, -0.19, 0.38], [-0.16, 0.51, -0.06], [-0.62, -0.08, 0.17], [1.46, 0.40, 0.12], [-0.06, -0.20, -0.22], [0.44, 0.10, 0.17], [0.11, -0.09, -0.45], [0.25, -0.27, 0.07], [0.06, 0.76, -0.56], [0.16, -0.04, -0.02], [-0.04, 0.29, -0.23], [0.65, 0.28, -0.16], [-0.08, -0.14, 0.39], [-1.06, 0.05, -0.12], [0.06, 0.43, 0.00], [0.02, -0.31, 0.21], [0.36, 0.24, 0.28], [0.02, -0.62, 0.32]], "multiplicity": 3, "charge": 1, "total_energy_ha": -3695.4239, "orbital_gap_ev": [7.5, 5.0]}